Here is a molecular structure, C28H30N5O6Re at a distorted geometry from the OMol25 dataset. Energies are from ωB97M-V with the def2-TZVPD basis set.

## Properties
LUMO energy (alpha / beta) (eV): -9.621 / -10.048
⟨S²⟩: 3.77
Multiplicity: 4
E_HOMO (alpha / beta) (eV): -16.841 / -16.864
Kohn-Sham gap (alpha / beta) (eV): 7.22 / 6.82
Net charge: +3
Energy relative to the best compared isomer or geometry (same formula, charge and spin) (kJ/mol): 38.4

Cartesian coordinates (Å):
Re 0.31 -0.78 -0.12
O 0.57 -0.81 1.78
C -0.40 1.43 2.41
C -0.19 1.99 1.03
O -0.16 3.19 0.87
O -0.25 1.10 0.06
C 0.61 1.58 3.50
C 0.32 1.19 4.87
C 1.29 1.35 5.87
C 2.34 2.18 5.58
C 2.63 2.65 4.29
C 1.79 2.38 3.26
C -1.77 0.89 2.69
C -1.94 -0.27 3.38
C -3.21 -0.76 3.59
C -4.37 -0.09 3.19
C -4.15 1.02 2.33
C -2.87 1.53 2.11
H 1.44 -0.84 2.23
H -0.63 0.86 5.12
H 1.07 0.99 6.86
H 2.91 2.55 6.41
H 3.44 3.30 4.07
H 2.06 2.82 2.29
H -1.09 -0.87 3.54
H -3.33 -1.66 4.23
H -5.38 -0.48 3.35
H -4.98 1.48 1.92
H -2.74 2.42 1.58
C -3.94 -2.60 0.89
O -2.67 -3.36 1.01
C -1.61 -2.76 0.59
O -1.59 -1.55 0.16
N -0.54 -3.56 0.56
N 0.64 -3.11 0.03
H -4.71 -3.17 1.41
H -4.13 -2.56 -0.21
H -3.75 -1.61 1.27
H -0.63 -4.50 0.84
H 0.74 -3.50 -0.92
H 1.48 -3.24 0.63
N 2.21 -0.06 -0.43
C 3.18 0.55 -0.64
C 4.41 1.11 -1.02
C 4.43 1.94 -2.16
C 5.70 2.28 -2.55
C 6.80 1.85 -1.82
C 6.70 1.21 -0.60
C 5.49 0.81 -0.13
H 3.55 2.23 -2.74
H 5.80 2.98 -3.39
H 7.82 1.98 -2.21
H 7.59 0.93 0.06
H 5.39 0.26 0.80
N -0.22 -1.10 -2.12
C -0.89 -0.97 -3.07
N -1.54 -0.83 -4.17
C -1.17 0.22 -5.14
C -1.48 -0.19 -6.54
O -2.84 -0.59 -6.61
C -3.15 -1.71 -5.84
C -2.92 -1.44 -4.36
H -0.16 0.54 -4.97
H -1.79 1.12 -4.94
H -0.92 -0.99 -6.97
H -1.41 0.73 -7.10
H -2.43 -2.56 -6.13
H -4.19 -1.97 -6.04
H -2.95 -2.39 -3.79
H -3.62 -0.73 -3.96

Here is C24H15N3O3S in the gas phase at a distorted geometry from the OMol25 dataset. Energies are from ωB97M-V with the def2-TZVPD basis set.

## Properties
LUMO energy (eV): -1.482
E_HOMO (eV): -7.995
Kohn-Sham gap (eV): 6.51
Net charge: 0

Cartesian coordinates (Å):
O -0.05 -4.15 -1.53
C -0.58 -3.21 -0.94
C -1.58 -3.39 0.10
C -2.21 -4.50 0.67
C -3.19 -4.31 1.69
C -3.46 -3.04 2.13
C -2.87 -1.90 1.55
C -1.90 -2.10 0.54
C -1.10 -1.17 -0.20
N -1.08 0.14 -0.04
C -0.35 0.89 -0.95
C -0.35 2.31 -0.87
S -1.17 3.10 0.52
O -2.65 2.98 0.37
O -0.75 4.49 0.70
N -0.74 2.17 1.89
C 0.58 1.99 2.20
C 1.11 0.69 2.26
C 2.43 0.52 2.63
C 3.27 1.61 2.86
C 2.79 2.90 2.64
C 1.44 3.10 2.39
C 0.27 3.07 -1.88
C 0.94 2.44 -2.90
C 1.03 1.04 -2.96
C 1.71 0.41 -4.02
C 1.73 -0.99 -4.12
C 1.09 -1.77 -3.17
C 0.39 -1.18 -2.09
C 0.38 0.23 -1.99
N -0.32 -1.86 -1.09
H -2.01 -5.53 0.34
H -3.63 -5.15 2.19
H -4.20 -2.84 2.91
H -3.11 -0.92 1.87
H -1.24 1.31 1.74
H 0.49 -0.19 2.03
H 2.87 -0.47 2.78
H 4.31 1.46 3.13
H 3.43 3.76 2.80
H 1.07 4.12 2.26
H 0.23 4.15 -1.84
H 1.41 3.09 -3.63
H 2.17 0.98 -4.79
H 2.30 -1.49 -4.88
H 1.11 -2.85 -3.29

Here is CH2NP in the gas phase at a distorted geometry from the OMol25 dataset. Energies are from ωB97M-V with the def2-TZVPD basis set.

## Properties
LUMO energy (alpha / beta) (eV): -1.223 / -1.199
E_HOMO (alpha / beta) (eV): -8.654 / -8.733
Kohn-Sham gap (alpha / beta) (eV): 7.43 / 7.53
Net charge: 0
Energy relative to the best compared isomer or geometry (same formula, charge and spin) (kJ/mol): 415.0

Cartesian coordinates (Å):
C -0.11 -0.79 0.31
N -1.13 -0.82 -0.28
P 0.02 1.27 0.11
H 0.65 -1.65 0.55
H 0.57 1.98 -0.68

Here is a molecular structure, C42H33GaIN8O from the OMol25 dataset. Energies are from ωB97M-V with the def2-TZVPD basis set.

## Properties
LUMO energy (eV): -8.617
E_HOMO (eV): -13.468
Kohn-Sham gap (eV): 4.85
Net charge: +3

Cartesian coordinates (Å):
Ga -0.38 0.97 2.02
C 0.31 -2.47 1.96
C -0.42 -1.99 3.18
C -0.71 -2.92 4.18
C -1.38 -2.52 5.32
C -1.82 -1.20 5.40
C -1.54 -0.34 4.37
N -0.80 -0.71 3.29
C -2.14 1.01 4.30
C -3.06 1.49 5.21
C -3.65 2.72 4.98
C -3.30 3.45 3.85
C -2.35 2.94 2.99
N -1.80 1.74 3.22
C -1.84 3.65 1.80
C -2.25 4.95 1.54
C -1.72 5.61 0.44
C -0.85 4.92 -0.38
C -0.49 3.61 -0.08
C 0.40 2.90 -1.06
N -0.95 2.99 1.03
H -0.40 -2.67 1.16
H 1.04 -1.75 1.62
H 0.83 -3.40 2.18
H -0.39 -3.94 4.06
H -1.59 -3.22 6.11
H -2.39 -0.88 6.26
H -3.34 0.91 6.08
H -4.39 3.11 5.67
H -3.78 4.40 3.66
H -2.95 5.45 2.18
H -2.01 6.63 0.22
H -0.44 5.38 -1.26
H 0.48 3.49 -1.96
H 1.40 2.75 -0.67
H -0.03 1.94 -1.34
C 2.46 -5.22 -9.79
O 1.21 -5.12 -9.10
C 1.17 -4.45 -7.95
C 2.27 -3.81 -7.36
C 2.10 -3.14 -6.16
C 0.85 -3.08 -5.53
C -0.24 -3.72 -6.14
C -0.09 -4.39 -7.33
C 0.65 -2.39 -4.28
N -0.52 -2.23 -3.67
C -0.25 -1.54 -2.54
C 1.11 -1.26 -2.43
N 1.66 -1.81 -3.55
C 1.66 -0.55 -1.33
C 3.01 -0.20 -1.15
C 3.39 0.52 -0.04
C 2.44 0.88 0.91
N 1.16 0.55 0.77
C 0.76 -0.14 -0.33
C -0.65 -0.41 -0.45
N -1.44 0.05 0.55
C -2.75 -0.18 0.51
C -3.34 -0.88 -0.55
C -2.55 -1.34 -1.58
C -1.17 -1.11 -1.54
H 2.25 -5.81 -10.68
H 3.20 -5.74 -9.18
H 2.82 -4.24 -10.08
H 3.24 -3.84 -7.82
H 2.97 -2.66 -5.73
H -1.21 -3.67 -5.66
H -0.92 -4.88 -7.81
H 2.64 -1.83 -3.81
H 3.75 -0.48 -1.89
H 4.42 0.81 0.11
H 2.71 1.45 1.78
H -3.34 0.20 1.33
H -4.41 -1.04 -0.55
H -2.97 -1.88 -2.42
I 2.59 -0.64 4.16
C 1.98 1.34 4.34
C 2.63 2.06 5.34
C 2.38 3.41 5.48
C 1.48 4.01 4.60
C 0.87 3.22 3.66
N 1.07 1.89 3.51
H 3.34 1.56 5.98
H 2.88 3.98 6.25
H 1.27 5.07 4.64
H 0.18 3.68 2.96

Here is 2 unconnected molecules or ions with the total composition C4H13N3O at a distorted geometry from the OMol25 dataset. Energies are from ωB97M-V with the def2-TZVPD basis set.

## Properties
LUMO energy (eV): 0.879
E_HOMO (eV): -8.380
Kohn-Sham gap (eV): 9.26
Net charge: 0
Energy relative to the best compared isomer or geometry (same formula, charge and spin) (kJ/mol): 177.9

Cartesian coordinates (Å):
N 0.23 1.30 1.26
C 0.59 2.11 0.23
N -0.45 2.51 -0.57
O 1.76 2.26 -0.13
H -0.52 0.46 1.08
H 0.96 1.17 1.95
H -1.38 2.54 -0.18
H -0.22 3.17 -1.30
C -1.84 -1.49 -0.25
C -0.50 -1.41 0.48
C 0.78 -0.96 -0.72
N 2.06 -0.65 -0.29
H -2.22 -0.48 -0.45
H -1.73 -1.97 -1.22
H -2.57 -2.06 0.31
H -0.61 -1.13 1.53
H -0.15 -2.43 0.67
H 0.77 -1.85 -1.34
H 0.32 -0.14 -1.28
H 2.24 0.35 -0.12
H 2.47 -1.31 0.36

Here is a molecular structure, C39H40BrGeI2N7PbS5Se at a distorted geometry from the OMol25 dataset. Energies are from ωB97M-V with the def2-TZVPD basis set.

## Properties
LUMO energy (eV): 3.479
E_HOMO (eV): -2.299
Kohn-Sham gap (eV): 5.78
Net charge: -2
Energy relative to the best compared isomer or geometry (same formula, charge and spin) (kJ/mol): 205.1

Cartesian coordinates (Å):
Pb -0.28 -0.43 -0.44
N 2.92 1.44 -3.42
C 1.87 1.34 -2.48
N 1.62 0.09 -1.97
C 2.56 -0.84 -1.99
N 2.35 -2.07 -1.53
N 1.16 -2.28 -1.00
C 0.88 -3.43 -0.48
C -0.47 -3.71 -0.12
C -0.85 -4.90 0.51
C -2.19 -5.19 0.66
C -3.13 -4.29 0.19
C -2.68 -3.09 -0.34
N -1.40 -2.80 -0.48
C 3.87 -0.59 -2.59
C 4.96 -1.43 -2.45
C 6.18 -1.10 -3.02
C 6.30 0.08 -3.74
C 5.24 0.94 -3.88
C 4.02 0.62 -3.29
H 3.10 2.36 -3.80
H 0.95 1.82 -2.84
H 1.63 -4.21 -0.39
H -0.08 -5.56 0.90
H -2.50 -6.11 1.14
H -4.19 -4.49 0.25
H -3.38 -2.32 -0.65
H 4.84 -2.33 -1.86
H 7.04 -1.74 -2.89
H 7.25 0.33 -4.19
H 5.35 1.88 -4.41
Br -4.71 1.39 -5.71
C -3.53 0.85 -4.29
C -3.15 -0.47 -4.20
C -2.29 -0.85 -3.17
C -1.81 0.06 -2.23
C -2.24 1.38 -2.36
C -3.09 1.79 -3.38
H -3.51 -1.20 -4.92
H -1.99 -1.88 -3.12
H -1.90 2.14 -1.66
H -3.41 2.83 -3.46
N 1.58 1.65 2.35
C 0.61 2.57 2.41
C 0.62 3.56 3.42
C -0.46 4.39 3.56
C -1.52 4.27 2.67
C -1.42 3.32 1.67
N -0.40 2.48 1.54
H 2.45 1.80 2.84
H 1.64 1.03 1.56
H 1.48 3.64 4.07
H -0.49 5.13 4.35
H -2.40 4.89 2.76
H -2.21 3.22 0.93
I -1.89 -1.17 2.25
I -0.37 -3.30 3.94
Se 2.25 2.72 -0.82
C 1.50 4.30 -1.62
C 1.37 4.49 -2.99
C 0.90 5.70 -3.49
C 0.56 6.73 -2.63
C 0.67 6.54 -1.26
C 1.14 5.33 -0.76
H 1.63 3.71 -3.68
H 0.82 5.83 -4.56
H 0.20 7.67 -3.03
H 0.40 7.33 -0.58
H 1.23 5.18 0.31
C 4.98 1.63 4.39
S 5.56 0.26 3.31
C 6.00 1.13 1.86
C 5.28 1.10 0.70
S 3.80 0.36 0.45
S 6.06 1.98 -0.65
C 7.52 2.43 0.17
S 8.74 3.27 -0.55
S 7.58 1.91 1.82
H 5.64 1.69 5.26
H 3.97 1.41 4.71
H 5.01 2.56 3.83
C -6.37 -0.56 1.39
Ge -4.81 0.49 2.10
C -5.25 2.43 2.07
C -4.71 0.00 4.02
C -3.12 0.17 1.12
H -7.27 -0.32 1.96
H -6.19 -1.62 1.50
H -6.58 -0.35 0.34
H -6.25 2.61 2.45
H -5.20 2.86 1.08
H -4.56 2.97 2.70
H -5.65 0.27 4.50
H -3.90 0.52 4.52
H -4.55 -1.06 4.16
H -2.55 1.09 1.01
H -3.29 -0.26 0.14